Molecular formula: C16H28IrN3O8S5
Method: DFT, ωB97M-V with the def2-TZVPD basis set

total charge	+1
⟨S²⟩	8.77
multiplicity	6
F_max	0.08897	hartree/bohr
E_HOMO (spin up / spin down)	-10.4 / -11.7	eV
relative energy (zero: lowest compared OMol25 entry of this formula, charge and spin)	79.5	kJ/mol
HOMO-LUMO gap (spin up / spin down)	0.30309 / 0.23352	Eh
calculated total energy	-3487.6247	a.u.

Geometry as XYZ:
```
61
Properties=species:S:1:pos:R:3:forces:R:3:lowdin_spin:R:1
Ir -0.004924 0.488614 0.307088 0.4 1.0 -0.2 2.991
C -2.192974 0.204873 -4.179844 -1.5 1.1 0.0 0.000
N -2.580241 -0.768532 -3.179042 0.6 0.8 0.9 0.003
C -3.316043 -1.877769 -3.686034 -1.1 -1.0 1.8 0.001
C -2.075109 -0.656951 -1.923692 -3.2 -2.9 -1.5 0.008
O -1.170757 0.076080 -1.722909 3.0 2.9 1.3 0.079
C -2.738916 -1.466477 -0.799274 -0.5 -1.0 -0.4 0.001
O -2.742422 -0.644188 0.331331 0.0 0.0 0.3 0.016
C -2.806627 -1.261813 1.601266 1.6 0.4 -0.1 0.002
C -2.106595 -0.267956 2.538590 -0.2 0.1 0.5 0.020
O -1.306260 0.535150 2.019206 0.3 0.6 -0.2 0.153
N -2.322119 -0.186371 3.848940 0.3 -0.2 -1.5 0.019
C -3.053633 -1.195592 4.536818 0.0 -1.1 1.8 0.003
C -1.592866 0.800530 4.653275 -0.3 -0.7 -0.6 0.004
H -1.917571 1.177886 -3.693193 -0.3 -1.0 -0.6 0.000
H -1.376128 -0.157290 -4.784778 0.2 0.0 -0.4 0.000
H -3.152964 0.319668 -4.788252 1.6 0.2 0.4 0.000
H -4.403841 -1.683797 -3.792230 0.5 0.0 0.1 0.000
H -2.915527 -2.132985 -4.632962 0.3 -0.5 -0.9 0.000
H -3.154279 -2.720700 -2.978984 -0.4 0.3 -0.8 0.000
H -3.773220 -1.722382 -1.079581 0.2 0.2 0.0 0.000
H -2.218702 -2.445868 -0.653347 0.0 0.8 0.1 0.000
H -3.785139 -1.517368 1.921952 -1.1 0.0 0.1 0.001
H -2.194743 -2.167256 1.614638 0.0 -0.1 0.0 0.000
H -3.418103 -0.799766 5.526489 0.2 -0.3 -1.1 0.000
H -3.892907 -1.589460 3.964537 0.0 0.2 0.1 0.000
H -2.354122 -2.036077 4.771619 -0.6 0.4 -0.1 0.001
H -2.399346 1.191914 5.277581 0.7 0.8 0.1 0.000
H -0.818109 0.319022 5.247245 -0.1 -0.2 0.2 0.001
H -1.083780 1.437085 3.925392 -0.5 0.5 0.6 0.003
O 3.370672 6.462968 1.718674 0.2 -0.7 -0.1 0.055
C 2.872292 5.388343 1.561623 -0.5 1.2 0.1 0.017
S 3.056923 3.992172 2.617195 -0.1 -0.6 -0.8 0.020
C 1.999040 2.945859 1.648776 -0.3 -0.8 0.6 0.181
C 1.212232 3.564447 0.657663 -0.3 -0.5 0.3 0.234
S -0.193177 2.881532 -0.090193 0.2 -0.1 0.1 0.283
S 1.597293 5.179495 0.285768 0.3 0.2 0.0 0.106
S 1.864731 1.302529 2.084807 0.0 0.5 -0.6 0.494
C 4.775255 1.416253 -2.169881 -1.1 -0.9 0.9 0.003
N 3.622904 0.515696 -1.961452 -0.2 -0.1 0.0 0.019
C 3.887132 -0.855496 -1.482224 0.6 0.6 -0.7 0.002
C 2.375118 0.966937 -1.879677 0.4 0.4 -0.5 0.019
C 1.981512 2.291560 -2.488574 0.4 0.1 1.4 0.005
O 1.484755 0.235204 -1.411474 -0.6 -0.6 0.7 0.113
H 5.567663 0.757245 -2.486813 0.5 0.4 -0.2 0.000
H 4.972741 1.841775 -1.175462 0.5 0.2 -0.5 0.001
H 4.504856 2.160564 -2.901319 0.3 0.3 -0.1 0.000
H 4.959780 -0.932497 -1.335355 0.0 0.0 0.4 0.000
H 3.665027 -1.600731 -2.253554 -0.4 0.2 0.2 0.001
H 3.334543 -1.005133 -0.577841 -0.2 -0.5 0.5 0.001
H 2.416523 2.391267 -3.449323 0.3 0.2 -1.0 0.000
H 2.253943 3.163333 -1.872277 0.3 -0.4 -0.2 0.000
H 0.914841 2.300021 -2.517240 -0.6 0.0 -0.4 0.004
C 0.791274 -3.933634 0.898522 0.1 0.2 -0.4 0.004
S 0.863421 -2.272886 1.453132 -1.4 -0.8 0.8 0.008
O 2.232931 -1.862097 1.367017 0.1 0.5 -0.2 0.003
O 0.203311 -2.200149 2.748188 0.4 0.2 -0.3 0.006
O -0.078223 -1.609336 0.435198 0.8 0.1 -0.1 0.114
H 1.340726 -4.507726 1.619256 0.5 -0.4 0.1 0.001
H 1.240294 -3.922311 -0.097054 0.0 -0.3 0.2 0.000
H -0.222355 -4.307425 0.862059 -0.3 0.1 0.0 0.000
```
Positions in Å, forces in eV/Å.